# 1
{
  "formula": "C24H16N2O6",
  "method": "ωB97M-V/def2-TZVPD",
  "lumo_energy_ev": -1.073,
  "orbital_gap_ev": 7.091,
  "total_energy_ev": -40410.2466,
  "homo_ev": -8.164,
  "species": ["C", "C", "C", "C", "O", "C", "C", "C", "C", "O", "C", "C", "C", "C", "C", "O", "C", "C", "O", "C", "N", "C", "C", "C", "C", "O", "C", "N", "C", "C", "C", "O", "H", "H", "H", "H", "H", "H", "H", "H", "H", "H", "H", "H", "H", "H", "H", "H"],
  "xyz": [[1.182, 1.605, 7.603], [0.768, 1.667, 6.183], [-0.151, 2.625, 5.812], [-0.470, 2.721, 4.442], [-1.523, 3.595, 4.191], [0.089, 1.830, 3.489], [1.065, 0.891, 3.949], [1.256, 0.778, 5.240], [1.629, -0.085, 2.982], [2.187, -1.107, 3.408], [1.318, 0.050, 1.457], [1.918, -0.772, 0.511], [1.736, -0.618, -0.826], [0.900, 0.316, -1.249], [0.198, 1.213, -0.356], [-0.633, 2.190, -0.841], [0.398, 0.992, 1.003], [-0.245, 1.829, 2.036], [-1.403, 2.246, 1.844], [0.845, 0.643, -2.768], [0.800, -0.671, -3.483], [-0.405, -1.185, -3.992], [-1.644, -0.525, -3.877], [-2.797, -1.145, -4.458], [-2.726, -2.322, -5.292], [-3.661, -2.992, -6.045], [-2.979, -3.974, -6.699], [-1.734, -3.849, -6.438], [-1.502, -2.840, -5.525], [-0.387, -2.312, -4.872], [1.748, -1.678, -3.050], [2.383, -1.502, -1.718], [0.366, 1.805, 8.366], [2.055, 2.295, 7.791], [1.552, 0.548, 7.794], [-0.545, 3.197, 6.637], [-2.061, 3.168, 3.463], [1.774, -0.097, 5.671], [2.616, -1.561, 0.823], [-1.098, 2.689, -0.122], [0.009, 1.365, -3.086], [1.773, 1.218, -3.168], [-1.844, 0.300, -3.285], [-3.791, -0.720, -4.475], [-3.453, -4.700, -7.276], [0.638, -2.705, -5.106], [1.252, -2.641, -2.889], [2.597, -1.773, -3.800]],
  "atomic_forces_ev_per_a": [[0.8374, -1.2988, 1.6352], [-0.9452, 0.9322, 0.0753], [1.2356, -0.6612, -0.8591], [-2.0199, 0.0952, 0.2374], [0.2223, -1.4236, -1.0921], [2.1334, 0.5384, -0.1513], [-1.8772, 1.1635, -3.5589], [1.8487, -1.8484, 3.9659], [0.1241, -2.8736, -0.4042], [-0.5802, 2.0430, -1.0901], [0.7998, -0.4872, 0.3268], [1.5730, -1.3484, 2.6300], [1.0625, -2.6713, -1.1224], [-2.7983, 5.3663, -2.6445], [0.0622, -0.9867, -0.2666], [0.5256, -0.3862, 0.1792], [0.5265, 1.6386, 1.1187], [-3.1677, -0.8241, 1.5810], [0.5722, 0.8790, -1.2466], [0.3801, 0.1310, -0.7785], [-0.4200, 0.3079, 0.5614], [-0.8477, -0.4436, -1.6798], [-1.8999, -3.2477, -1.4910], [-0.1308, -0.6950, -1.4211], [-0.3066, 2.7783, 1.6868], [-1.7827, 0.4883, 0.6330], [2.4772, 3.1139, 2.4865], [2.3245, -2.7581, -1.3610], [-0.2782, -0.2927, 0.0170], [2.5853, 0.1131, 0.2261], [1.2272, -0.3257, 0.3220], [-0.9772, 1.9612, 0.1732], [0.9106, -0.0261, -1.0888], [-0.9465, -0.6366, -0.1038], [-0.2910, 1.2631, 0.0888], [-0.5277, 0.5635, -0.5620], [0.9974, 0.8174, 0.5689], [0.1981, 0.5438, -0.6396], [-0.3612, 0.4014, 0.1172], [0.5526, -0.9859, -0.2791], [0.9730, -1.6018, 0.7015], [-1.1324, -1.0942, 1.0728], [-0.0011, 1.5604, 0.9906], [0.0910, 0.5581, 0.6910], [-0.8765, -0.7190, -0.8319], [-1.2195, 0.1402, 0.1123], [-0.1017, 0.1733, -0.7038], [-0.7512, 0.0649, 1.1779]],
  "nbo_charge": [-0.640, 0.011, -0.238, 0.365, -0.681, -0.214, -0.136, -0.139, 0.558, -0.513, -0.066, -0.243, 0.383, -0.190, 0.460, -0.689, -0.278, 0.630, -0.638, -0.242, -0.463, 0.175, -0.256, -0.204, 0.208, -0.426, 0.351, -0.478, 0.124, -0.272, 0.104, -0.511, 0.228, 0.235, 0.221, 0.233, 0.514, 0.225, 0.247, 0.523, 0.254, 0.222, 0.222, 0.220, 0.204, 0.218, 0.197, 0.182]
}



# 2
{
  "formula": "C24H17AsMnN5O6S",
  "method": "ωB97M-V/def2-TZVPD",
  "multiplicity": 2,
  "lumo_energy_ev": [-5.820, -6.423],
  "charge": 1,
  "orbital_gap_ev": [5.950, 5.319],
  "total_energy_ev": -147886.5640,
  "homo_ev": [-11.770, -11.743],
  "species": ["Mn", "C", "C", "C", "C", "N", "C", "N", "C", "N", "C", "N", "C", "C", "C", "C", "C", "N", "C", "C", "C", "C", "C", "C", "H", "H", "H", "H", "H", "H", "H", "H", "H", "H", "H", "H", "O", "As", "O", "O", "C", "C", "C", "C", "C", "C", "S", "O", "O", "O", "H", "H", "H", "H", "H"],
  "xyz": [[0.172, 0.798, -0.073], [-3.842, -0.026, 0.661], [-4.345, -0.347, -0.596], [-3.449, -0.624, -1.604], [-2.066, -0.531, -1.376], [-1.586, -0.161, -0.145], [-2.477, 0.039, 0.837], [-1.271, -0.856, -2.430], [0.019, -0.844, -2.394], [0.773, -0.433, -1.324], [2.111, -0.622, -1.594], [3.071, -0.410, -0.753], [2.846, -0.096, 0.546], [3.935, 0.077, 1.406], [3.723, 0.305, 2.754], [2.436, 0.282, 3.269], [1.381, 0.111, 2.379], [1.578, 0.018, 1.051], [2.234, -1.118, -2.960], [3.330, -1.394, -3.755], [3.088, -1.821, -5.058], [1.797, -1.974, -5.545], [0.690, -1.697, -4.751], [0.923, -1.264, -3.460], [-4.495, 0.175, 1.494], [-5.408, -0.385, -0.775], [-3.766, -0.921, -2.591], [-2.062, 0.252, 1.814], [4.925, 0.028, 0.984], [4.563, 0.466, 3.411], [2.225, 0.390, 4.319], [-0.243, 0.789, 3.286], [4.334, -1.271, -3.382], [3.924, -2.031, -5.705], [1.651, -2.303, -6.563], [-0.315, -1.803, -5.124], [2.324, 4.388, -1.424], [1.099, 3.676, -0.407], [-0.298, 4.402, -0.705], [1.162, 2.028, -0.898], [1.878, 3.859, 1.375], [3.201, 4.252, 1.524], [3.702, 4.481, 2.798], [2.887, 4.332, 3.910], [1.569, 3.925, 3.759], [1.082, 3.681, 2.489], [-0.652, 3.085, 2.281], [0.097, 0.014, 2.713], [-0.799, 2.240, 3.493], [-0.385, 2.134, 1.089], [1.900, 4.945, -2.084], [3.822, 4.380, 0.648], [4.731, 4.789, 2.912], [3.273, 4.534, 4.898], [0.918, 3.791, 4.609]],
  "atomic_forces_ev_per_a": [[1.7674, -1.6328, 0.5632], [0.3391, -0.1154, -0.0016], [0.3473, 0.0087, -0.1757], [-0.0085, -0.0102, 0.1787], [-0.2329, -0.0085, 0.3376], [0.2359, 0.6406, -0.9072], [-0.4319, 0.2449, 0.7621], [0.5447, -0.0786, -0.5639], [-0.6790, -0.1381, 0.0355], [-0.4335, 0.2966, 0.1624], [0.3615, 0.0949, 0.6103], [0.0398, -0.0200, -0.8714], [0.0205, 0.1191, 0.6749], [-0.2292, -0.0423, -0.2524], [-0.2051, -0.0054, -0.1455], [-0.2292, -0.0469, -0.3378], [-0.5075, 0.1442, 0.3307], [-0.2348, 0.6517, -0.4630], [-0.5114, -0.1434, -0.6802], [-0.1366, -0.0006, 0.1325], [0.0647, 0.0304, 0.1167], [-0.0796, 0.0294, 0.0392], [-0.0146, 0.0296, 0.2398], [0.8219, -0.0416, -0.1063], [-0.0169, -0.0226, 0.1202], [-0.0827, -0.0316, -0.0314], [0.0143, 0.0107, -0.0736], [-0.0129, 0.1235, -0.1572], [0.0851, -0.0669, -0.0783], [0.0887, -0.0119, 0.0709], [-0.0284, -0.0134, 0.1087], [0.3480, -0.0817, -0.2889], [0.1144, 0.0063, 0.0483], [0.0947, -0.0384, -0.0760], [-0.0041, -0.0296, -0.0728], [-0.1368, -0.0203, -0.0696], [0.5008, -0.5227, 0.2975], [0.5897, 1.8211, 0.6608], [-0.8252, 0.2040, 0.0011], [-0.3181, -1.6326, -0.1881], [-0.0096, -0.1707, -0.7993], [-0.0060, -0.0497, -0.1749], [0.0447, 0.0036, -0.0302], [-0.0032, -0.0236, -0.0353], [-0.1084, -0.0096, -0.0261], [-0.7548, -0.1901, -0.1612], [0.7531, 0.3493, 0.2935], [0.1304, -0.0423, 0.3357], [-0.3529, -0.2097, 0.5777], [-0.6489, 0.4347, -0.0871], [-0.1937, 0.1238, -0.1076], [0.0427, 0.0659, 0.0291], [0.0503, 0.0312, 0.0423], [0.0534, 0.0121, 0.0775], [-0.0172, -0.0251, 0.1156]],
  "nbo_charge": [1.301, -0.223, -0.111, -0.204, 0.371, -0.487, 0.071, -0.425, 0.429, -0.460, 0.467, -0.404, 0.375, -0.236, -0.102, -0.283, 0.557, -0.445, -0.107, -0.141, -0.175, -0.172, -0.171, -0.024, 0.249, 0.244, 0.254, 0.240, 0.254, 0.242, 0.254, 0.536, 0.240, 0.233, 0.234, 0.241, -1.015, 2.426, -1.104, -0.889, -0.460, -0.178, -0.196, -0.179, -0.234, -0.169, 1.631, -0.705, -0.998, -1.031, 0.517, 0.246, 0.232, 0.232, 0.248]
}